Here is a gas-phase ion, C6H8N (charge +1) from the OMol25 dataset. Energies are from wB97M-V/def2-TZVPD.

Last column: Löwdin charge in e.
Element x y z (Å)
C1 -1.684 -0.077 0.013  0.009
N1 -0.274 -0.157 0.041  -0.130
C2 0.597 -1.359 0.119  0.020
C3 1.832 -0.892 0.124  -0.022
C4 1.832 0.539 -0.083  -0.041
C5 0.587 0.913 -0.784  -0.014
C6 0.408 1.054 0.609  0.014
H1 -2.109 -1.062 -0.125  0.109
H2 -2.123 0.416 0.853  0.102
H3 -1.926 0.522 -0.968  0.156
H4 0.218 -2.409 0.037  0.158
H5 2.733 -1.470 0.179  0.130
H6 2.620 1.244 -0.071  0.146
H7 0.222 1.450 -1.683  0.179
H8 0.285 1.514 1.601  0.185

Summary:
Maximum force   4.120 eV/Å
Net charge   +1
SMILES string   C[N@@+]12C=C[C@H]3[C@@H]1[C@H]32
HOMO-LUMO gap   10.46 eV
HOMO   -13.9 eV
DFT total energy   -7830.5829 eV
Relative energy (zero: lowest compared OMol25 entry of this formula, charge and spin)   117.74 kcal/mol


Here is a molecular structure, C24H29Br12F15O10 from the OMol25 dataset. Energies are from wB97M-V/def2-TZVPD.

Last column: Löwdin charge in e.
Element x y z (Å)
C1 -1.044 -6.567 0.163  -1.554
Br1 -2.052 -7.011 -1.505  0.517
Br2 -0.298 -8.085 1.227  0.525
Br3 -1.992 -5.224 1.167  0.562
H1 -0.067 -6.155 -0.090  -0.051
C2 0.123 4.704 -8.034  -1.460
Br4 -0.066 6.329 -9.140  0.524
Br5 -1.344 3.398 -8.604  0.461
Br6 0.098 5.098 -6.072  0.505
H2 1.067 4.183 -8.195  -0.030
C3 7.367 -7.102 7.256  -1.526
Br7 8.017 -6.164 8.868  0.531
Br8 8.724 -7.222 5.748  0.491
Br9 5.654 -6.385 6.675  0.541
H3 7.061 -8.101 7.566  -0.038
C4 6.289 -7.609 -2.513  -1.466
Br10 5.946 -6.408 -0.980  0.514
Br11 6.378 -6.535 -4.200  0.496
Br12 4.776 -8.926 -2.735  0.477
H4 7.183 -8.195 -2.301  -0.021
C5 -1.437 7.832 1.563  -0.056
C6 -2.208 9.161 1.734  -0.155
O1 -3.045 9.447 0.544  -0.007
C7 -4.344 9.040 0.422  -0.287
O2 -4.979 8.426 1.338  0.093
C8 -4.985 9.429 -0.906  -0.564
F1 -5.981 10.198 -0.586  0.200
F2 -4.176 10.264 -1.698  0.098
F3 -5.359 8.423 -1.647  0.211
H5 -0.765 7.820 2.421  0.074
H6 -0.817 7.916 0.670  0.076
H7 -1.935 6.863 1.592  0.080
H8 -1.590 10.043 1.908  0.123
H9 -2.876 9.114 2.595  0.113
C9 -7.109 -0.361 0.138  -0.069
C10 -6.474 0.916 0.672  -0.132
O3 -7.449 1.565 1.650  -0.033
C11 -7.417 1.451 3.050  -0.287
O4 -6.808 0.572 3.712  0.108
C12 -8.251 2.490 3.776  -0.491
F4 -7.336 3.270 4.413  0.144
F5 -8.951 3.240 2.914  0.162
F6 -9.103 1.994 4.753  0.128
H10 -6.421 -0.984 -0.433  0.078
H11 -7.945 -0.084 -0.504  0.076
H12 -7.550 -1.019 0.887  0.081
H13 -6.248 1.696 -0.054  0.121
H14 -5.590 0.716 1.277  0.113
C13 -2.562 -2.482 9.781  -0.054
C14 -3.727 -3.348 10.243  -0.205
O5 -3.223 -4.378 11.069  0.015
C15 -3.527 -4.381 12.370  -0.274
O6 -4.156 -3.476 13.021  0.085
C16 -3.164 -5.792 13.024  -0.550
F7 -1.924 -5.776 13.494  0.170
F8 -4.004 -6.065 14.011  0.175
F9 -3.207 -6.831 12.171  0.151
H15 -2.153 -2.980 8.901  0.069
H16 -1.714 -2.436 10.464  0.086
H17 -2.756 -1.531 9.286  0.080
H18 -4.225 -3.894 9.443  0.132
H19 -4.478 -2.738 10.746  0.120
C17 0.589 -0.920 -2.495  -0.044
C18 1.946 -1.346 -1.825  -0.157
O7 1.930 -1.213 -0.387  -0.004
C19 1.977 -0.047 0.274  -0.372
O8 2.091 1.061 -0.230  0.148
C20 1.860 -0.234 1.758  -0.568
F10 1.807 -1.478 2.096  0.228
F11 2.962 0.337 2.322  0.141
F12 0.862 0.598 2.118  0.161
H20 0.781 0.100 -2.825  0.071
H21 -0.347 -1.097 -1.964  0.083
H22 0.554 -1.519 -3.405  0.068
H23 2.853 -0.845 -2.163  0.130
H24 1.990 -2.433 -1.880  0.116
C21 9.433 0.559 -13.812  -0.076
C22 8.370 1.254 -13.041  -0.178
O9 7.854 0.445 -11.891  0.000
C23 6.640 0.762 -11.337  -0.318
O10 5.921 1.708 -11.732  0.116
C24 6.290 -0.165 -10.206  -0.584
F13 5.481 -1.106 -10.722  0.166
F14 7.334 -0.780 -9.694  0.190
F15 5.649 0.496 -9.240  0.177
H25 10.316 0.312 -13.224  0.082
H26 9.739 1.024 -14.749  0.088
H27 9.000 -0.409 -14.063  0.082
H28 7.488 1.442 -13.653  0.124
H29 8.779 2.139 -12.553  0.129

Summary:
Maximum force   5.910 eV/Å
HOMO-LUMO gap   9.75 eV
HOMO   -10.4 eV
DFT total energy   -927100.9394 eV
Relative energy (zero: lowest compared OMol25 entry of this formula, charge and spin)   27.84 kcal/mol


Here is a molecular structure, C16H47F3O9S7Si2 from the OMol25 dataset. Energies are from wB97M-V/def2-TZVPD.

Last column: Löwdin charge in e.
Element x y z (Å)
C1 -3.257 -2.946 0.162  -0.180
S1 -2.911 -1.366 -0.571  0.478
O1 -1.462 -1.280 -0.714  -0.403
O2 -3.754 -1.186 -1.739  -0.393
Si1 -3.416 0.166 0.976  0.545
O3 -4.455 1.292 0.392  -0.443
Si2 -5.955 1.008 -0.284  0.557
C2 -6.857 -0.377 0.589  -0.285
C3 -8.054 -0.838 -0.285  -0.144
C4 -8.330 -2.311 -0.120  -0.639
F1 -8.414 -2.697 1.165  0.132
F2 -9.486 -2.681 -0.704  0.128
F3 -7.352 -3.058 -0.678  0.123
H1 -2.500 -3.640 -0.223  0.074
H2 -4.279 -3.258 -0.071  0.061
H3 -3.143 -2.846 1.250  0.058
H4 -2.149 0.799 1.344  -0.016
H5 -3.976 -0.533 2.153  -0.010
H6 -6.732 2.256 -0.144  -0.016
H7 -5.808 0.641 -1.700  -0.003
H8 -6.207 -1.244 0.769  0.066
H9 -7.227 -0.055 1.569  0.089
H10 -8.969 -0.282 -0.061  0.132
H11 -7.837 -0.705 -1.356  0.114
C5 1.614 -1.607 -0.110  -0.272
S2 2.424 -2.900 -1.043  0.802
O4 3.269 -3.670 -0.082  -0.569
C6 3.533 -1.842 -1.964  -0.279
H12 0.896 -2.075 0.557  0.044
H13 2.360 -1.057 0.463  0.062
H14 1.082 -0.948 -0.794  0.044
H15 4.143 -1.265 -1.268  0.053
H16 2.950 -1.177 -2.602  0.048
H17 4.155 -2.488 -2.582  0.010
C7 -3.119 3.616 3.145  -0.273
S3 -1.343 3.497 3.371  0.806
O5 -1.051 2.036 3.438  -0.580
C8 -1.325 4.109 5.058  -0.266
H18 -3.345 3.242 2.148  0.032
H19 -3.602 2.994 3.899  0.060
H20 -3.421 4.659 3.222  0.022
H21 -1.978 3.489 5.673  0.056
H22 -1.656 5.148 5.056  0.051
H23 -0.301 4.044 5.418  0.049
C9 4.816 1.676 -4.575  -0.267
S4 4.371 1.770 -2.837  0.783
O6 4.012 3.184 -2.560  -0.551
C10 6.031 1.514 -2.201  -0.267
H24 3.911 1.854 -5.152  0.048
H25 5.557 2.444 -4.797  0.056
H26 5.206 0.682 -4.795  0.053
H27 6.686 2.294 -2.588  0.056
H28 6.383 0.526 -2.496  0.054
H29 5.977 1.577 -1.116  0.052
C11 7.487 -4.539 3.151  -0.279
S5 6.646 -3.134 2.406  0.795
O7 6.871 -1.979 3.315  -0.561
C12 4.984 -3.728 2.708  -0.280
H30 8.556 -4.342 3.105  0.045
H31 7.171 -4.636 4.189  0.054
H32 7.252 -5.441 2.587  0.050
H33 4.848 -3.886 3.779  0.058
H34 4.820 -4.647 2.147  0.051
H35 4.293 -2.972 2.343  0.035
C13 5.367 -6.155 -4.345  -0.268
S6 4.517 -4.807 -5.172  0.817
O8 4.786 -3.588 -4.362  -0.565
C14 2.855 -5.332 -4.743  -0.265
H36 6.435 -5.980 -4.452  0.050
H37 5.092 -6.156 -3.290  0.061
H38 5.098 -7.098 -4.820  0.054
H39 2.767 -5.393 -3.658  0.055
H40 2.648 -6.297 -5.207  0.054
H41 2.167 -4.583 -5.128  0.052
C15 -4.022 8.784 2.454  -0.270
S7 -3.339 7.470 1.438  0.818
O9 -2.530 6.610 2.345  -0.566
C16 -2.171 8.495 0.543  -0.267
H42 -4.747 8.332 3.127  0.049
H43 -3.220 9.250 3.026  0.059
H44 -4.519 9.514 1.814  0.054
H45 -1.502 8.980 1.253  0.060
H46 -2.715 9.233 -0.047  0.054
H47 -1.604 7.842 -0.116  0.054

Summary:
Maximum force   0.974 eV/Å
HOMO-LUMO gap   8.82 eV
HOMO   -8.4 eV
DFT total energy   -135533.5792 eV


Here is a molecular structure, C3H3F3 from the OMol25 dataset. Energies are from wB97M-V/def2-TZVPD.

Last column: Löwdin charge in e.
Element x y z (Å)
C1 -1.455 -0.256 0.286  -0.051
C2 -0.578 0.410 -0.343  -0.029
C3 1.264 -0.053 -0.077  -0.457
F1 1.431 -1.260 0.497  0.111
F2 1.833 -0.036 -1.361  0.052
F3 1.799 0.904 0.701  0.108
H1 -2.504 -0.040 -0.067  0.085
H2 -1.164 -1.069 1.063  0.109
H3 -0.626 1.401 -0.699  0.072

Summary:
Maximum force   7.079 eV/Å
HOMO-LUMO gap   11.62 eV
HOMO   -10.6 eV
DFT total energy   -11309.8053 eV
Relative energy (zero: lowest compared OMol25 entry of this formula, charge and spin)   40.42 kcal/mol


Here is a single C3H5N3O molecule from the OMol25 dataset. Energies are from wB97M-V/def2-TZVPD.

Last column: Löwdin charge in e.
Element x y z (Å)
C1 1.303 -1.107 -0.415  0.027
C2 -0.123 0.800 0.108  -0.245
C3 -2.124 -0.301 0.510  -0.023
N1 2.191 -0.307 -0.694  -0.091
N2 0.856 1.544 -0.061  0.065
N3 2.031 0.984 -0.544  -0.132
O1 -1.374 0.926 0.296  -0.047
H1 1.231 -2.206 -0.350  0.052
H2 -2.504 -0.574 1.443  0.061
H3 -1.425 -1.163 0.051  0.122
H4 -2.965 -0.049 -0.065  0.067
H5 2.902 1.453 -0.279  0.144

Summary:
Maximum force   5.196 eV/Å
HOMO-LUMO gap   8.85 eV
HOMO   -8.1 eV
DFT total energy   -9703.6470 eV
Relative energy (zero: lowest compared OMol25 entry of this formula, charge and spin)   159.97 kcal/mol


- The lowest maximum force belongs to which entry?
  C16H47F3O9S7Si2